No. 1
Here is 2 unconnected molecules or ions with the total composition C3H13N2O at a distorted geometry from the Open Molecules 2025 dataset. Energies are from the ωB97M-V functional and the def2-TZVPD basis.

calculated total energy: -306.115353 a.u.
multiplicity: 2
max |F|: 2.8 eV/A
charge: +2

Each line ends with the natural charge from an NBO analysis.
CARTESIAN COORDINATES (ANGSTROEM)
O  0.351  2.034  1.184  -0.95
N  -0.326  -0.726  0.922  -0.17
N  0.562  0.800  -1.435  -0.70
C  -1.730  -0.730  0.624  -0.51
C  0.690  -1.239  -0.014  -0.30
C  0.417  -0.732  -1.444  -0.25
H  -0.025  1.211  1.492  0.45
H  0.517  2.588  1.986  0.54
H  1.237  -1.130  -2.040  0.28
H  -1.924  -1.491  -0.149  0.30
H  1.533  0.979  -1.695  0.46
H  0.465  1.152  -0.468  0.47
H  1.621  -0.727  0.276  0.27
H  -0.098  1.245  -2.079  0.47
H  -2.316  -0.814  1.536  0.30
H  -2.135  0.164  0.112  0.31
H  0.876  -2.315  0.054  0.32
H  -0.537  -1.037  -1.858  0.25
H  -0.174  -1.052  1.886  0.45

***

No. 2
Here is a molecular structure, C3H4O3 at a distorted geometry from the Open Molecules 2025 dataset. Energies are from the ωB97M-V functional and the def2-TZVPD basis.

calculated total energy: -342.284932 a.u.
max |F|: 1.6 eV/A
charge: 0

Each line ends with the natural charge from an NBO analysis.
CARTESIAN COORDINATES (ANGSTROEM)
O  0.304  -0.924  -1.669  -0.65
O  -0.641  0.895  1.333  -0.50
O  1.701  -0.339  0.993  -0.56
C  0.549  -0.464  0.649  0.36
C  0.213  0.054  -0.719  0.10
C  -1.166  1.097  0.256  0.29
H  -0.163  -1.236  1.034  0.11
H  0.842  0.879  -1.047  0.21
H  0.031  -1.787  -1.316  0.48
H  -1.979  1.865  0.409  0.17

***

No. 3
Here is a single C3H5Br2P molecule at a distorted geometry from the Open Molecules 2025 dataset. Energies are from the ωB97M-V functional and the def2-TZVPD basis.

calculated total energy: -5606.600922 a.u.
structure (SMILES): C=C(C)P(Br)Br
max |F|: 9.1 eV/A
charge: 0

Each line ends with the natural charge from an NBO analysis.
CARTESIAN COORDINATES (ANGSTROEM)
Br  2.462  1.859  0.161  -0.23
Br  2.437  -1.615  0.437  -0.23
P  1.528  0.013  -0.839  0.71
C  -0.165  -0.022  -0.203  -0.34
C  -0.664  0.843  0.795  -0.75
C  -1.019  -1.251  -1.081  -0.28
H  -0.295  -1.691  -1.757  0.19
H  -1.618  1.353  0.598  0.25
H  0.112  1.715  0.877  0.24
H  -1.942  -1.660  -0.853  0.19
H  -0.835  0.457  1.864  0.25

***

No. 4
Here is a single C5H8O3 molecule at a distorted geometry from the Open Molecules 2025 dataset. Energies are from the ωB97M-V functional and the def2-TZVPD basis.

calculated total energy: -420.824286 a.u.
structure (SMILES): C[C@@]12OCO[C@@H]1[C@@H]2O
max |F|: 5.0 eV/A
charge: 0

Each line ends with the natural charge from an NBO analysis.
CARTESIAN COORDINATES (ANGSTROEM)
O  -1.718  0.447  0.634  -0.50
O  -0.183  2.204  -0.744  -0.66
O  -0.632  -0.799  -1.009  -0.51
C  0.466  1.146  0.121  0.04
C  1.706  -0.828  -0.066  -0.59
C  0.287  -0.362  -0.124  0.15
C  -1.927  -0.667  -0.266  0.21
C  -0.286  0.333  0.985  0.00
H  1.931  -2.092  0.139  0.23
H  -0.482  1.519  -1.263  0.46
H  -0.073  0.169  1.966  0.19
H  -2.293  -1.709  0.202  0.16
H  2.149  0.061  0.771  0.21
H  2.239  -0.374  -1.004  0.23
H  -2.735  -0.293  -0.880  0.18
H  1.551  1.244  0.537  0.18

***

No. 5
Here is a single C7H9F molecule at a distorted geometry from the Open Molecules 2025 dataset. Energies are from the ωB97M-V functional and the def2-TZVPD basis.

calculated total energy: -371.944036 a.u.
structure (SMILES): C[C@H]1[C@H]2C=C[C@H](F)[C@@H]12
max |F|: 1.4 eV/A
charge: 0

Each line ends with the natural charge from an NBO analysis.
CARTESIAN COORDINATES (ANGSTROEM)
F  2.623  0.784  -0.774  -0.37
C  -0.387  -0.657  1.019  -0.19
C  0.994  -0.488  0.427  -0.26
C  1.287  0.783  -0.370  0.17
C  -0.063  -1.255  -0.346  -0.27
C  -0.368  -0.420  -1.536  -0.16
C  -1.363  0.458  1.253  -0.62
C  0.362  0.705  -1.555  -0.24
H  0.309  1.503  -2.310  0.22
H  -1.094  1.039  2.139  0.21
H  -2.339  0.079  1.379  0.21
H  1.129  1.718  0.247  0.17
H  -1.119  -0.693  -2.286  0.22
H  -0.031  -2.360  -0.433  0.23
H  -1.370  1.166  0.431  0.21
H  -0.394  -1.395  1.835  0.22
H  1.823  -0.965  0.880  0.24

***

No. 6
Here is 2 unconnected molecules or ions with the total composition C19H23BrNOS at a distorted geometry from the Open Molecules 2025 dataset. Energies are from the ωB97M-V functional and the def2-TZVPD basis.

calculated total energy: -3839.695179 a.u.
max |F|: 1.9 eV/A
charge: +1

Each line ends with the natural charge from an NBO analysis.
CARTESIAN COORDINATES (ANGSTROEM)
Br  4.370  0.505  2.420  0.09
S  -4.357  0.313  2.272  0.92
O  -2.176  -1.629  1.917  -0.72
N  -2.889  -0.858  -2.356  -0.27
C  -2.217  -3.727  -0.361  -0.10
C  1.979  -1.072  2.335  -0.24
C  -2.674  0.621  2.299  -0.80
C  -2.184  -1.900  -1.981  0.30
C  -2.754  -3.143  -1.534  -0.22
C  -4.868  1.502  0.979  -0.75
C  -3.821  -3.808  -2.198  -0.10
C  1.624  1.333  2.350  -0.24
C  -4.345  -0.781  -2.220  -0.43
C  -2.766  -4.884  0.171  -0.21
C  2.497  0.236  2.364  -0.08
C  0.241  1.120  2.284  -0.19
C  -1.772  -0.464  2.143  0.46
C  -2.206  0.304  -2.928  -0.43
C  -4.900  1.301  3.715  -0.75
C  -3.839  -5.518  -0.475  -0.13
C  -0.291  -0.182  2.247  -0.06
C  -4.354  -4.976  -1.666  -0.24
C  0.598  -1.270  2.276  -0.19
H  -4.679  -1.136  -1.234  0.25
H  -4.481  2.498  1.224  0.24
H  -4.206  -3.402  -3.139  0.21
H  -4.463  1.150  0.025  0.22
H  -4.612  0.275  -2.337  0.22
H  -0.441  1.963  2.257  0.21
H  -5.962  1.492  0.963  0.23
H  2.017  2.346  2.384  0.23
H  -4.510  2.322  3.648  0.24
H  0.210  -2.287  2.254  0.23
H  -4.269  -6.430  -0.060  0.24
H  -4.525  0.796  4.608  0.26
H  -2.358  -5.295  1.097  0.24
H  -1.626  0.009  -3.816  0.24
H  -5.993  1.294  3.706  0.23
H  -1.508  0.742  -2.197  0.24
H  2.654  -1.922  2.357  0.23
H  -1.096  -1.754  -1.952  0.23
H  -2.966  1.037  -3.207  0.23
H  -5.177  -5.479  -2.180  0.24
H  -1.398  -3.207  0.136  0.25
H  -2.361  1.633  2.547  0.22
H  -4.860  -1.361  -3.000  0.24